Computed, not measured: 11 unconnected molecules or ions with the total composition C49H68N11O, with ωB97M-V/def2-TZVPD.

Values from the calculation:
**Total energy**: -2584.22488 a.u.
**Charge**: +1
**Frontier orbital gap**: 5.03 eV
**Energy relative to the best compared isomer or geometry (same formula, charge and spin)**: 13.1 kcal/mol

Each line ends with the Mulliken charge.
Cartesian coordinates (Å):
N1 -4.246 1.668 -4.718  0.0045
C1 -2.898 -3.070 4.585  -0.2052
H1 0.812 6.002 -1.110  0.4023
H2 1.810 1.262 -1.827  0.2393
H3 -0.041 -4.899 -0.918  0.2830
C2 1.727 -0.038 -5.391  -0.6869
N2 3.632 -4.701 -3.920  -0.0875
H4 -4.622 0.652 1.640  0.3786
H5 4.673 -0.230 -3.348  0.5412
N3 -3.275 1.860 4.466  -0.0785
C3 1.171 -4.762 1.047  -0.8150
H6 1.910 4.474 -3.201  0.4090
H7 -0.961 -3.709 3.323  0.6616
N4 0.665 7.058 3.884  -0.0246
C4 -3.217 3.095 3.703  -0.6178
C5 2.960 -4.747 -2.673  -0.4212
C6 0.678 -0.374 -0.891  2.1917
H8 0.583 0.640 -2.789  0.4897
H9 -0.269 -3.777 -3.142  0.4932
C7 -1.212 4.980 -1.700  -0.3471
C8 -1.624 -0.267 0.128  -1.1335
N5 1.189 0.138 0.331  0.9920
H10 3.916 2.051 -4.275  0.1999
C9 -1.138 -4.098 1.164  -0.6795
H11 -4.953 0.707 -2.931  0.3448
H12 -1.240 -1.020 2.157  -0.9758
H13 -2.178 -0.599 -3.113  0.4622
H14 -4.822 -3.657 -3.016  0.2950
H15 -1.754 0.588 -0.706  -0.0263
C10 -4.281 1.333 2.460  -0.7064
C11 -4.047 0.805 -3.607  -0.9573
H16 1.814 -5.105 -2.520  0.2732
H17 -4.190 -0.086 4.216  0.5413
H18 1.397 7.335 4.346  0.1530
H19 0.161 0.583 3.588  0.7044
H20 0.068 1.487 -1.542  0.9907
O1 2.295 0.541 0.610  -0.3366
H21 -2.290 3.786 -3.435  0.3686
H22 -1.873 0.765 1.942  -1.5394
H23 -3.962 3.573 1.563  0.5082
H24 3.219 0.766 6.079  0.2618
C12 -1.662 6.519 3.873  -1.0093
C13 5.213 -4.102 -2.354  -0.8873
C14 0.785 0.838 -1.823  -2.1786
H25 1.418 5.801 2.209  0.3584
H26 0.916 -0.658 2.796  0.9269
C15 -0.973 5.783 2.792  -1.1023
H27 -2.638 -0.647 0.236  0.5908
C16 0.864 4.453 -2.893  -0.4670
N6 -0.893 -3.955 5.507  -0.0620
C17 -2.014 1.042 -4.927  -1.1225
C18 3.954 -4.395 -1.623  -0.0834
N7 4.031 1.553 4.138  0.0173
H28 -1.041 -1.557 -1.639  -1.1205
H29 -3.215 2.344 -6.359  0.6029
C19 2.638 -0.862 -4.422  -0.1481
H30 5.298 -1.023 2.417  0.4848
H31 1.693 0.970 3.113  0.0674
N8 -0.104 3.782 -3.433  0.1291
N9 -0.514 -3.950 2.372  -0.0070
H32 -4.062 -3.050 4.338  0.3093
C20 0.007 -4.655 0.164  -0.0843
C21 0.575 6.044 2.939  -0.5464
C22 4.131 -0.724 4.299  -0.5052
H33 2.911 -0.902 -1.458  0.0635
H34 -2.922 3.934 4.277  0.5182
C23 -1.935 -3.143 -4.442  -0.9821
C24 -3.933 0.830 3.707  -0.3133
H35 -1.371 5.143 2.348  1.7059
C25 3.672 0.603 4.935  -0.3575
H36 -3.955 -2.777 -4.946  0.2410
C26 -1.424 4.150 -2.984  -0.5282
C27 -0.611 -1.134 -0.673  0.9431
C28 -3.817 2.797 2.299  -0.3874
C29 -2.627 0.275 -3.725  0.1394
H37 -2.029 -0.913 4.402  -0.2390
C30 -0.507 7.379 4.462  -0.5274
H38 -0.497 -1.888 -0.134  -0.0304
C31 -3.203 1.790 -5.604  -1.1470
H39 -0.074 -4.420 6.109  0.3474
H40 -0.742 2.364 0.669  0.2941
C32 3.859 -0.029 -3.988  -0.7665
C33 0.159 0.678 1.493  1.7135
C34 4.700 -0.316 2.974  -0.3628
H41 -2.724 -5.223 5.546  0.4313
C35 -1.901 -2.007 4.683  0.8261
C36 5.012 -4.353 -3.840  -0.3426
H42 0.986 -0.439 -6.241  0.3252
H43 -2.307 -4.845 -1.551  0.5053
H44 1.453 -4.061 3.151  0.4844
C37 0.776 -4.235 2.371  -0.6162
C38 0.805 0.386 2.839  -2.6222
H45 2.558 -1.883 -4.274  0.7571
H46 0.989 2.724 1.157  0.2754
C39 4.614 1.164 2.961  -0.7648
H47 6.118 -3.671 -2.001  0.4171
H48 2.174 -1.823 -0.357  0.7341
C40 0.270 5.222 -1.711  -0.6443
C41 0.010 2.272 1.476  -1.9449
H49 -2.664 6.543 4.071  0.5624
N10 -3.337 -3.214 -4.316  0.1225
H50 5.551 -4.260 -4.906  0.2929
H51 2.111 2.412 -5.725  0.4281
N11 3.591 1.257 -4.555  -0.0687
H52 3.152 -4.916 -4.845  0.2801
H53 2.168 -5.297 0.641  0.3586
H54 1.490 -2.067 -1.908  0.6244
C42 -2.197 -4.348 5.134  -0.4615
C43 2.335 1.377 -5.347  -0.5029
H55 -1.523 -2.567 -5.422  0.2261
H56 3.953 -1.739 4.682  0.4136
H57 -1.182 1.023 -5.296  1.2607
C44 -1.319 -3.687 -3.309  0.3327
C45 -3.680 -3.761 -3.139  -0.6034
C46 1.856 -1.390 -1.273  -2.4972
H58 0.352 -2.213 5.315  0.5932
C47 -1.152 -0.032 1.539  2.7883
H59 5.028 1.893 2.282  0.4693
H60 3.711 -4.263 -0.618  0.5742
H61 4.003 2.654 4.466  0.3272
H62 -0.412 2.847 2.246  0.7435
C48 -2.427 -4.276 -2.456  -0.6174
H63 -5.131 2.284 -4.860  0.2846
C49 -0.631 -2.588 5.142  -1.4002
H64 -0.112 3.283 -4.347  0.2286
H65 -2.014 5.257 -0.980  0.4425
H66 -3.058 1.866 5.445  0.2678
H67 -0.668 8.063 5.260  0.4212
H68 -2.279 -4.355 0.968  0.2499

Computed, not measured: a molecular structure, C49H68N6O4PSc, with ωB97M-V/def2-TZVPD.

Values from the calculation:
**Total energy**: -3639.97508 a.u.
**Frontier orbital gap**: 5.74 eV

Each line ends with the Mulliken charge.
Cartesian coordinates (Å):
C1 3.608 -0.375 2.329  1.0808
C2 -1.387 3.532 -0.361  -0.4251
C3 2.567 5.098 3.582  -1.1877
C4 4.392 -2.751 1.707  -1.2833
H1 5.330 -0.693 3.531  0.4650
C5 -1.276 -3.448 4.233  -1.3753
C6 3.056 1.815 -4.353  -0.8831
C7 0.024 -1.369 4.800  -1.2816
C8 1.254 -2.918 -2.686  0.3477
C9 4.164 1.002 -4.294  -0.4781
H2 -1.104 6.094 1.066  0.4478
H3 -3.931 -2.460 -1.575  0.6234
C10 -2.476 5.306 2.537  -1.1317
H4 -4.413 4.022 -0.943  0.2362
C11 4.417 -0.097 3.558  -1.3350
N1 0.340 2.282 0.830  0.4715
H5 2.498 -3.795 1.925  0.0787
H6 1.483 3.482 4.520  0.3938
C12 -0.218 -2.892 -4.802  -1.1830
H7 -2.441 4.839 3.522  0.3081
H8 -2.996 -4.949 0.007  0.3101
H9 2.938 -3.063 -0.561  0.2580
C13 -3.711 -4.279 0.486  -1.9038
C14 -1.055 5.542 2.008  -1.2550
H10 -5.180 3.335 -2.375  0.3092
H11 -3.895 2.344 -4.830  0.4739
H12 4.724 -3.132 0.739  0.3638
H13 2.953 5.504 4.518  0.3917
H14 -3.018 6.249 2.622  0.4027
H15 4.754 0.812 -5.182  0.4085
C15 1.279 4.302 3.827  -1.2868
H16 5.285 -2.582 2.310  0.4538
C16 -2.022 2.330 -5.900  -1.1668
H17 2.677 2.017 3.259  0.4376
C17 -1.011 -0.212 -3.411  -1.0055
O1 -1.919 -2.893 1.099  -0.4614
C18 1.095 2.501 1.943  0.3473
C19 3.729 0.710 -1.977  -0.4102
H18 3.917 -4.788 2.344  0.4105
C20 2.645 -1.259 0.486  -0.0492
H19 4.247 -0.209 5.727  0.4540
C21 -3.202 -2.843 0.433  2.0267
H20 -3.183 0.749 -5.000  0.4447
H21 3.353 -1.469 4.857  0.1471
C22 1.123 -5.286 -1.945  -0.9334
H22 0.118 -5.423 -2.347  0.1929
C23 2.317 2.039 -3.179  0.7068
H23 -2.487 -0.411 5.338  0.3492
C24 -3.246 4.237 -2.762  -1.1254
H24 -4.673 -4.358 -0.021  0.4016
H25 -0.508 6.167 2.715  0.4257
C25 2.364 -2.145 -0.550  -1.0759
H26 -1.543 -4.401 -3.976  0.2161
H27 -5.137 -1.908 0.616  0.5367
N2 0.588 -0.944 -1.728  1.8426
H28 4.720 0.952 3.563  0.4136
H29 -2.298 -2.820 -4.176  0.1866
N3 -1.029 1.456 -1.616  2.0472
C26 -2.428 -1.500 5.300  -1.9433
H30 -3.031 4.643 1.874  0.2413
C27 1.426 -2.006 -1.573  -0.1361
H31 -0.546 -3.748 3.482  0.0986
H32 0.694 2.897 -2.357  -0.0391
C28 -2.951 1.797 -4.801  -1.2852
O2 0.349 -2.119 1.734  0.2686
C29 -1.604 -3.529 -4.629  -1.0205
C30 0.325 -2.358 -3.514  0.6671
H33 -2.479 2.218 -6.885  0.4441
H34 1.026 -4.924 -0.920  0.1313
H35 -2.254 -3.839 3.943  0.2900
C31 2.147 1.691 2.374  -0.7841
H36 -1.074 1.790 -5.894  0.2184
H37 -3.832 -4.589 1.525  0.4410
H38 -0.997 -3.879 5.195  0.5179
H39 -5.152 5.091 -2.148  0.4061
C32 -1.609 2.681 -1.444  -0.6257
C33 -0.301 4.267 1.796  0.1792
N4 1.281 2.939 -3.174  -0.4132
H40 -0.279 -2.080 -5.531  0.4164
N5 2.623 1.454 -2.014  0.3403
H41 0.471 -3.634 -5.209  0.4421
H42 -3.792 -0.903 1.188  0.0748
O3 -1.315 -0.412 0.820  -0.4784
H43 -2.620 -1.386 -1.046  -0.2365
H44 -3.390 -1.884 4.959  0.3972
P1 -1.052 -1.664 1.658  0.2228
H45 2.754 2.290 -5.278  0.3872
C34 0.695 3.745 2.567  0.4575
C35 1.895 -4.264 -2.796  -1.2831
C36 -1.323 -1.924 4.340  1.7592
C37 4.530 0.449 -3.071  -1.0540
C38 3.642 -0.417 4.843  -0.8298
H46 -2.671 5.097 -2.411  0.4043
H47 -4.358 -2.264 2.169  0.2952
H48 3.335 4.465 3.135  0.2780
H49 -1.940 4.463 -0.366  0.4109
H50 -1.813 3.389 -5.740  0.2832
H51 1.625 -6.255 -1.932  0.4326
C39 3.641 -1.470 1.520  0.0576
C40 3.483 -3.788 2.394  -0.8454
C41 -2.332 1.933 -3.445  0.5129
H52 -3.436 4.393 -3.826  0.4377
H53 2.377 5.927 2.898  0.3095
H54 0.301 -1.793 5.766  0.5429
N6 2.043 -0.054 0.681  1.0662
C42 2.580 0.500 1.797  -0.1824
H55 0.544 4.949 4.309  0.4984
H56 0.786 -1.612 4.061  -0.0262
C43 -0.504 3.344 0.698  -0.5147
C44 -0.081 -1.111 -2.900  -0.6445
H57 -2.007 -3.847 -5.592  0.4425
O4 -1.698 -1.306 3.081  -0.3610
H58 -0.038 -0.282 4.898  0.3374
H59 2.730 0.177 4.903  0.1362
C45 -4.581 4.171 -2.010  -1.1649
H60 -2.229 -1.883 6.301  0.4153
C46 -4.186 -1.917 1.148  -1.4735
C47 -1.440 0.981 -2.827  -0.4772
H61 0.801 3.100 -4.042  0.2494
H62 -2.255 -3.059 -1.493  0.2976
H63 3.983 0.294 -1.010  0.5935
H64 5.406 -0.177 -2.968  0.4824
H65 1.911 -4.588 -3.838  0.4575
C48 -2.994 -2.408 -1.019  -1.1874
H66 2.934 -4.217 -2.464  0.3880
H67 -1.438 -0.457 -4.376  0.3668
Sc1 0.196 0.398 -0.162  -0.1043
H68 3.336 -3.523 3.443  0.1948
C49 -2.439 2.989 -2.585  0.6446

Computed, not measured: 6 unconnected molecules or ions with the total composition C49H75ClF3N4O18, with ωB97M-V/def2-TZVPD.

Values from the calculation:
**Total energy**: -4244.91351 a.u.
**Charge**: +1
**Frontier orbital gap**: 8.75 eV

Each line ends with the Mulliken charge.
Cartesian coordinates (Å):
C1 -3.980 -4.874 -0.158  -1.0940
C2 -4.749 -7.125 -6.776  -0.5103
C3 6.013 5.737 -3.466  -1.4995
H1 -0.806 -2.594 -4.227  0.3550
H2 -3.128 -1.740 -0.356  0.8600
H3 -4.046 -5.571 0.721  0.5303
H4 -5.224 -0.212 3.163  0.1838
C4 -0.473 2.942 -3.942  -0.5526
C5 0.624 2.329 -4.642  -0.7705
H5 7.521 7.833 5.992  0.3515
H6 1.935 -0.274 0.603  -1.0438
H7 6.122 5.099 -2.587  0.3569
H8 -3.702 0.699 3.202  0.2003
H9 -3.582 -5.434 -1.036  0.1487
H10 -3.664 -4.821 -3.080  0.0142
C6 -4.683 0.585 3.670  -1.1078
H11 -1.802 -0.265 -1.137  0.2737
O1 5.486 7.198 4.298  -0.3754
N1 -1.299 -2.402 -1.293  2.2202
H12 -5.489 -4.016 -1.601  0.1145
C7 -2.705 -2.672 -0.812  -2.7988
O2 -5.221 -6.717 -5.489  -0.3058
H13 4.343 3.295 2.844  0.2985
C8 1.725 1.779 -2.443  0.2998
H14 -3.327 -0.648 -2.576  0.2882
H15 2.245 5.956 2.492  0.3972
C9 7.442 6.790 5.677  -1.4826
C10 -1.662 -4.547 0.818  -0.1159
H16 -6.352 -0.608 5.920  0.3080
C11 0.580 2.393 -1.783  0.3769
F1 -5.791 -2.239 2.536  -0.0542
N2 2.842 1.200 -1.730  -0.0699
H17 -3.573 -6.442 -9.308  0.3871
N3 -2.427 -0.935 -2.962  -0.3392
C12 2.990 -0.679 4.163  0.2510
H18 0.311 -3.881 1.475  0.9654
H19 0.414 -3.489 3.918  0.2911
H20 8.437 6.343 5.692  0.3857
H21 0.428 -3.823 -3.841  0.3459
H22 3.493 4.084 1.496  0.3414
H23 -5.216 1.525 3.512  0.4091
H24 -0.441 -0.561 -2.195  0.7252
H25 0.695 -2.155 -3.287  0.2727
Cl1 -1.822 -4.706 2.651  -0.1992
H26 3.927 0.165 2.349  0.0225
O3 3.657 5.168 -3.591  -0.2781
H27 2.181 0.042 3.854  -0.1319
C13 -5.817 0.341 5.920  -0.4658
H28 5.081 6.032 -6.350  0.3136
C14 1.281 -1.914 5.262  -0.6400
H29 -6.493 1.133 5.585  0.3217
H30 0.591 2.375 -0.666  -0.0033
C15 -6.290 -3.043 1.559  -0.0748
H31 1.721 -2.501 0.439  0.4680
H32 -0.870 -0.713 4.334  0.5992
H33 1.023 -0.837 5.434  0.2682
O4 0.642 1.569 1.675  -0.5618
C16 -5.792 -3.054 0.300  0.3859
H34 3.886 -1.624 2.332  0.2534
H35 7.816 8.513 3.643  0.3151
F2 -7.290 -3.840 1.973  -0.2512
H36 -4.154 -4.766 -9.237  0.3680
C17 -5.387 -4.289 -0.515  -0.3815
O5 -5.226 -4.899 -6.803  -0.3515
O6 1.126 3.483 2.770  -0.4123
C18 1.723 1.751 -3.900  -0.4790
F3 -5.584 -1.791 -0.266  -0.3358
H37 5.820 6.747 -3.099  0.3575
C19 -2.921 -3.768 0.289  -0.0301
C20 -2.692 -4.597 -3.572  -0.9133
C21 2.638 -0.180 -1.422  -0.5084
H38 -1.386 3.419 -1.968  0.4890
H39 0.936 -2.069 2.384  1.0096
C22 3.369 3.455 2.382  -0.5675
H40 -2.132 -0.232 -3.641  0.2963
H41 2.565 1.286 -4.457  0.4626
O7 3.362 -1.005 -1.933  -0.6535
H42 -2.448 -5.384 -4.327  0.5038
H43 -5.582 -7.581 -7.319  0.3585
C23 2.345 3.976 3.348  0.5902
H44 1.451 5.802 4.045  0.4027
C24 0.074 -1.369 2.376  0.4191
H45 0.628 2.342 -5.753  0.4359
H46 6.954 5.739 -4.018  0.3930
C25 -0.275 -3.856 0.531  -2.3945
H47 -0.578 -3.149 5.374  0.3650
H48 8.321 7.046 2.773  0.3155
H49 0.684 0.177 -0.574  -0.8156
O8 -6.231 -4.824 -4.781  -0.5515
C26 5.257 7.686 3.045  0.6520
C27 1.443 2.350 2.102  0.5310
O9 2.787 2.212 1.975  -0.2972
O10 6.416 7.768 2.336  -0.3146
C28 -4.531 0.284 5.142  0.7353
C29 2.644 5.389 -4.475  0.5781
C30 -4.329 -5.782 -8.880  -1.5535
C31 4.878 5.248 -4.335  0.5967
H50 1.550 -2.526 -1.310  0.9811
H51 3.483 -0.251 5.081  0.5565
H52 0.502 -0.337 2.504  -1.7464
H53 6.779 5.635 3.990  0.1798
H54 -3.945 -7.854 -6.681  0.3029
H55 5.095 -0.732 3.403  0.4071
O11 -3.634 1.933 7.958  -0.5225
H56 -3.386 -3.315 1.206  0.8473
H57 2.453 3.519 4.337  0.2555
O12 1.494 5.195 -4.245  -0.4712
C32 6.823 6.684 4.303  0.6545
C33 -0.104 -2.930 -3.415  -0.9485
O13 3.125 5.864 -5.657  -0.3182
C34 4.052 -0.743 2.996  -0.9863
O14 4.188 8.000 2.630  -0.5205
H58 -2.700 -3.624 -4.117  0.2888
H59 3.223 5.846 3.966  0.2653
H60 -1.291 3.398 -4.532  0.4147
H61 -6.156 -5.082 -0.307  0.5635
C35 4.499 6.191 -5.443  -0.5586
C36 -1.411 -1.002 -1.887  -1.0812
O15 -3.751 1.290 5.794  -0.3478
H62 -3.291 -5.548 -7.013  0.1760
C37 0.080 -2.671 4.600  -0.7701
H63 6.817 6.285 6.416  0.3708
H64 -1.862 -1.586 1.469  0.4398
C38 1.525 -0.536 -0.410  2.5913
H65 1.531 -2.359 6.259  0.3706
O16 -5.358 0.666 7.233  -0.3331
C39 -4.192 1.354 7.084  0.5466
O17 2.442 -1.976 4.413  -0.4783
H66 -5.310 -6.083 -9.255  0.3663
H67 -3.417 -2.882 -1.645  0.7287
C40 -4.289 -5.823 -7.370  0.6793
N4 -0.753 -3.360 -2.164  -0.0770
H68 -0.868 -0.316 0.754  0.2130
C41 -0.738 -1.635 3.721  -0.7823
C42 7.483 7.544 3.261  -0.5251
C43 2.322 5.481 3.472  -1.5306
H69 0.284 -4.538 -0.165  0.5503
C44 -1.505 -4.547 -2.526  0.2537
O18 -1.173 -5.621 -2.104  -0.5009
H70 5.102 4.246 -4.718  0.2406
H71 -4.020 -0.675 5.279  0.1090
H72 -1.697 -5.604 0.454  0.8234
C45 -0.527 2.969 -2.500  -0.5999
H73 3.702 1.335 -2.262  0.3911
C46 -5.619 -5.421 -5.610  0.6877
C47 -0.374 -2.380 -0.069  1.1080
C48 -0.825 -1.393 1.076  -0.3656
H74 -1.750 -2.067 3.537  0.2872
H75 4.562 7.245 -5.157  0.3234
C49 1.126 -2.048 -0.398  -1.9832